# 1
51
Properties=species:S:1:pos:R:3:nbo_charge:R:1 method="wB97M-V/def2-TZVPD" e_homo_ha="-0.5141 / -0.5440" e_above_lowest_kcal_mol=25.0 orbital_gap_ev="6.26 / 4.34" total_charge=+2 spin_multiplicity=5 max_force_ev_per_a=3.8 lumo_ha="-0.284 / -0.385"
Os 0.1391 -0.6936 0.6917 1.40
O 0.3635 2.0201 -4.5931 -0.62
C 0.5093 2.8897 -3.6632 0.78
O 0.7978 4.0563 -3.8553 -0.53
C 0.2359 2.4058 -2.2111 -0.21
C 0.2094 3.2455 -1.0642 0.22
Cl 0.2820 4.9347 -0.9411 0.22
N 0.1062 2.4403 0.0356 -0.17
N 0.2743 1.0563 -0.3441 -0.35
C 0.1084 1.0666 -1.7122 0.10
C -0.4222 -0.2015 -2.1810 0.73
O -0.6447 -0.3731 -3.3974 -0.57
O -0.6540 -1.0770 -1.2140 -0.75
C -0.2688 2.6956 1.4154 0.11
C -0.0850 1.6307 2.3320 -0.19
C -0.3122 1.7887 3.6831 -0.17
C -0.8273 3.0141 4.1445 -0.19
C -0.9966 4.0848 3.2549 -0.15
C -0.8019 3.8908 1.8691 -0.22
H 0.1887 1.1087 -4.2013 0.51
H 0.4588 0.7227 1.8715 0.12
H -0.0738 0.9651 4.3260 0.24
H -1.1297 3.0805 5.1863 0.24
H -1.3958 5.0102 3.6270 0.25
H -1.0202 4.7383 1.1810 0.26
Se -2.7456 -0.6312 4.7427 1.03
N -4.0007 -1.6935 3.7903 -0.47
C -3.4422 -2.0856 2.6677 0.05
C -3.8644 -3.1800 1.8398 -0.03
C -2.9457 -3.7362 0.9117 -0.27
C -1.7345 -3.0587 0.7207 0.16
N -1.3393 -1.9406 1.3878 -0.54
C -2.0415 -1.5511 2.4729 0.29
N -1.5438 -0.7213 3.4017 -0.66
H -4.9085 -3.5147 1.8780 0.27
H -3.1281 -4.5673 0.2389 0.27
H -1.1203 -3.3740 -0.1244 0.23
Cl 3.8517 0.3633 -0.3373 0.11
C 3.2108 -0.7782 -1.5253 0.03
C 3.7061 -0.6288 -2.8431 -0.24
C 3.3076 -1.5754 -3.8149 0.00
C 2.4824 -2.6233 -3.4831 -0.15
C 1.9249 -2.7061 -2.2233 -0.18
C 2.2441 -1.7467 -1.2138 0.14
C 1.6497 -1.8935 0.1343 -0.76
H 4.4594 0.1258 -3.0631 0.28
H 3.6279 -1.4064 -4.8742 0.27
H 2.3500 -3.4636 -4.1730 0.27
H 1.2329 -3.5308 -1.9970 0.25
H 2.3888 -1.6391 0.9156 0.28
H 1.3370 -2.9435 0.3302 0.26

# 2
57
Properties=species:S:1:pos:R:3:nbo_charge:R:1 method="wB97M-V/def2-TZVPD" e_homo_ha=-0.1723 e_above_lowest_kcal_mol=3.4 orbital_gap_ev=6.69 total_charge=-1 spin_multiplicity=1 max_force_ev_per_a=0.5 lumo_ha=0.073
Sr 0.1029 -0.8321 0.1033 1.78
C -3.1196 1.2804 1.4100 -0.67
C -2.8782 1.5078 -0.0420 0.11
N -1.8326 1.0916 -0.6923 -0.48
C -1.9163 1.4092 -2.0260 0.10
C -3.0355 2.0915 -2.3938 -0.44
S -4.0033 2.3706 -1.0144 0.43
C -0.8551 0.9595 -2.9299 0.11
C -0.8830 1.0040 -4.2896 -0.44
S 0.5711 0.3529 -4.9145 0.42
C 1.1471 0.0862 -3.3162 0.09
N 0.2981 0.4347 -2.3931 -0.49
C 2.4864 -0.4956 -3.0170 -0.68
H -2.8126 0.2679 1.6714 0.27
H -4.1715 1.4164 1.6590 0.22
H -2.5209 1.9711 2.0059 0.24
H -3.3048 2.4375 -3.3769 0.23
H -1.6851 1.3465 -4.9205 0.24
H 3.2829 0.1418 -3.4048 0.22
H 2.5959 -1.4833 -3.4664 0.23
H 2.5982 -0.5798 -1.9350 0.29
S -2.5983 -2.2029 -0.3645 -0.50
C -1.5984 -3.2551 -1.3029 0.08
C -2.1221 -4.4327 -1.8864 -0.29
C -1.3063 -5.2621 -2.6159 -0.17
C 0.0451 -4.9413 -2.7719 -0.32
C 0.4907 -3.7817 -2.1756 0.05
N -0.2936 -2.9545 -1.4778 -0.60
H -3.1680 -4.6583 -1.7357 0.22
H -1.7119 -6.1645 -3.0591 0.20
H 0.7273 -5.5723 -3.3240 0.21
H 1.5344 -3.4893 -2.2437 0.19
Cl 0.6467 2.3717 1.3932 -0.07
C 0.1840 1.4589 2.8537 0.04
C -0.2575 0.1674 2.6799 -0.49
C -0.5976 -0.4795 3.8531 -0.07
Cl -1.1641 -2.1409 3.7352 -0.03
C -0.5224 0.0989 5.1177 -0.11
Cl -0.9710 -0.7666 6.5452 0.02
C -0.0715 1.4150 5.2238 -0.10
Cl 0.0341 2.1762 6.7727 0.02
C 0.2931 2.1166 4.0754 -0.15
Cl 0.8529 3.7454 4.2017 0.02
C 4.6991 -0.2127 0.7307 -0.64
C 3.5737 -1.2497 0.8437 0.12
O 2.4134 -0.8134 0.3143 -0.99
C 3.3316 -1.5610 2.3473 0.95
F 3.0668 -0.4265 3.0141 -0.33
F 2.2902 -2.3831 2.5348 -0.32
F 4.3956 -2.1316 2.9643 -0.34
C 4.0211 -2.5464 0.1224 0.95
F 4.2267 -2.2951 -1.1911 -0.34
F 3.1051 -3.5232 0.1836 -0.32
F 5.1801 -3.0630 0.5875 -0.34
H 4.3665 0.6934 1.2321 0.23
H 4.8438 0.0140 -0.3248 0.22
H 5.6428 -0.5489 1.1617 0.21

# 3
50
Properties=species:S:1:pos:R:3:nbo_charge:R:1 method="wB97M-V/def2-TZVPD" e_homo_ha="-0.5459 / -0.5461" e_above_lowest_kcal_mol=10.0 orbital_gap_ev="5.04 / 5.29" total_charge=+2 spin_multiplicity=2 max_force_ev_per_a=3.0 lumo_ha="-0.361 / -0.352"
Tc -1.4427 -1.9992 1.0563 1.34
O 4.4467 -3.8893 2.9911 -0.62
C 3.8709 -3.0461 2.1733 0.79
O 4.3744 -2.0415 1.7678 -0.50
C 2.4744 -3.3776 1.6653 -0.19
C 2.0624 -4.3807 0.7966 0.06
N 0.7906 -4.1277 0.4434 -0.28
N 0.3483 -3.0094 1.0236 -0.31
C 1.3585 -2.5369 1.7736 0.10
C 0.9799 -1.3023 2.5338 0.74
O 1.7023 -0.6398 3.2179 -0.41
O -0.2790 -1.0535 2.2525 -0.65
H 3.9266 -4.6480 3.2883 0.51
H 2.6066 -5.2221 0.4096 0.28
H 0.2062 -4.6815 -0.1756 0.45
F -2.9221 -2.5018 0.2154 -0.43
F -5.3168 2.0393 -4.3972 -0.28
C -4.3954 1.6509 -3.5368 0.46
C -3.1949 2.3568 -3.4586 -0.25
C -2.2357 1.9472 -2.5548 -0.21
C -2.4794 0.8337 -1.7544 -0.35
C -3.6850 0.1417 -1.8261 -0.21
C -4.6510 0.5452 -2.7278 -0.26
Sb -0.9803 0.3005 -0.2956 1.55
C -0.9752 1.8871 1.1567 -0.37
C -0.0733 2.9463 1.0793 -0.21
C -0.0989 3.9385 2.0399 -0.24
C -1.0331 3.8564 3.0725 0.45
F -1.0550 4.7949 3.9979 -0.28
C -1.9488 2.8064 3.1509 -0.25
C -1.9185 1.8248 2.1826 -0.21
C 0.9881 0.1913 -1.1616 -0.40
C 2.0951 0.2571 -0.3134 -0.24
C 3.3693 0.0925 -0.8202 -0.21
C 3.5223 -0.1351 -2.1862 0.44
F 4.7342 -0.3239 -2.6764 -0.28
C 2.4278 -0.1829 -3.0479 -0.26
C 1.1550 -0.0392 -2.5277 -0.20
H -3.0375 3.2092 -4.1010 0.26
H -1.3025 2.4892 -2.4821 0.24
H -3.8788 -0.7189 -1.1987 0.22
H -5.5916 0.0224 -2.8159 0.26
H 0.6497 3.0042 0.2776 0.24
H 0.5827 4.7751 2.0180 0.26
H -2.6594 2.7807 3.9631 0.26
H -2.6210 0.9990 2.2363 0.21
H 1.9794 0.4400 0.7463 0.23
H 4.2365 0.1346 -0.1777 0.26
H 2.5924 -0.3259 -4.1050 0.26
H 0.2974 -0.0806 -3.1882 0.24

# 4
47
Properties=species:S:1:pos:R:3:nbo_charge:R:1 method="wB97M-V/def2-TZVPD" e_homo_ha="-0.2903 / -0.2910" orbital_gap_ev="7.52 / 6.64" total_charge=0 spin_multiplicity=2 max_force_ev_per_a=0.6 lumo_ha="-0.014 / -0.047"
Cu 0.3819 1.0352 1.1791 1.34
Br 3.3058 1.7462 -2.8155 0.07
C 1.9806 2.8598 -2.0724 -0.20
C 1.7032 4.0912 -2.6945 -0.21
C 0.7403 4.9312 -2.2133 -0.11
Br 0.3980 6.5659 -3.1021 0.06
C -0.0107 4.5748 -1.0609 -0.11
C -1.0503 5.3376 -0.4882 -0.11
C -1.7122 4.8697 0.6155 -0.27
C -1.3317 3.6348 1.1680 0.08
N -0.3659 2.9105 0.6564 -0.54
C 0.2931 3.3475 -0.4451 0.09
C 1.3022 2.4460 -0.9398 0.40
O 1.5145 1.3316 -0.3154 -0.82
H 2.2685 4.3632 -3.5750 0.24
H -1.3157 6.2869 -0.9334 0.24
H -2.5137 5.4315 1.0721 0.23
H -1.8176 3.2468 2.0553 0.21
O 0.2199 -0.8367 4.6179 -0.61
C -0.1085 -0.4878 3.5077 0.78
O 0.0915 0.7021 3.0116 -0.85
C -0.8525 -1.4637 2.5783 -0.84
P -0.3015 -1.2313 0.8598 0.82
C 1.2450 -2.1497 0.6737 -0.29
C 1.8157 -2.8640 1.7238 -0.23
C 3.0416 -3.4907 1.5511 -0.19
C 3.7006 -3.4110 0.3335 -0.20
C 3.1399 -2.6884 -0.7109 -0.21
C 1.9240 -2.0509 -0.5394 -0.20
C -1.5348 -2.0562 -0.1700 -0.27
C -1.3496 -3.3487 -0.6516 -0.22
C -2.3472 -3.9582 -1.3967 -0.19
C -3.5296 -3.2847 -1.6629 -0.20
C -3.7179 -1.9938 -1.1878 -0.21
C -2.7207 -1.3790 -0.4493 -0.22
H -1.9074 -1.1724 2.5870 0.26
H -0.7926 -2.4911 2.9347 0.25
H 1.3307 -2.9293 2.6895 0.23
H 3.4798 -4.0365 2.3759 0.22
H 4.6574 -3.8984 0.2025 0.22
H 3.6593 -2.6039 -1.6562 0.22
H 1.5180 -1.4566 -1.3501 0.23
H -0.4274 -3.8780 -0.4492 0.23
H -2.2008 -4.9625 -1.7714 0.22
H -4.3051 -3.7623 -2.2465 0.22
H -4.6356 -1.4624 -1.4005 0.22
H -2.8623 -0.3640 -0.0953 0.22